(1)
Formula: C4H31N2O12
Source: the Open Molecules 2025 dataset
Level of theory: wB97M-V/def2-TZVPD

XYZ file:
```
49
Properties=species:S:1:pos:R:3:forces:R:3:nbo_charge:R:1
C 0.629 0.155 1.639 2.0 -2.5 0.4 -0.659
C -0.546 0.533 0.887 -1.2 1.4 -0.4 0.122
C -0.880 1.697 0.223 2.3 0.6 1.2 -0.087
N -1.943 1.409 -0.580 0.7 -3.7 3.4 -0.453
C -2.369 0.123 -0.316 2.5 3.2 -1.1 0.238
N -1.468 -0.388 0.509 -1.0 0.9 -1.0 -0.464
H 1.087 0.914 2.246 0.3 0.5 -0.6 0.234
H 1.289 -0.262 0.788 -0.3 0.7 2.0 0.227
H 0.579 -0.654 2.455 -0.6 0.7 -1.7 0.276
H -0.248 2.652 0.321 -1.5 -1.5 -0.6 0.294
H -2.454 2.089 -1.004 -1.6 2.1 -1.9 0.448
H -3.093 -0.306 -0.930 -1.1 -1.0 -0.1 0.281
H -1.470 -1.335 0.753 -0.1 -1.6 0.8 0.470
H 2.919 -2.031 0.942 -0.4 -1.4 1.5 0.489
H 2.977 -3.424 1.721 0.7 -1.1 -0.3 0.474
O 2.653 -2.546 1.763 -0.3 2.3 -1.0 -0.973
H 3.093 -1.887 -1.530 -0.8 2.2 3.6 0.501
H 2.046 -0.848 -1.288 -0.7 0.9 0.2 0.517
O 2.708 -1.263 -0.715 1.2 -3.7 -4.2 -1.003
H -2.741 3.114 -3.051 -1.4 1.1 -1.5 0.495
H -1.258 3.476 -2.799 4.5 4.4 -1.8 0.485
O -1.932 2.952 -2.638 -3.2 -5.0 2.7 -0.962
H 0.356 3.146 3.439 0.9 -0.4 -0.6 0.475
H 1.465 2.510 2.572 1.0 -4.9 -4.8 0.447
O 1.288 3.124 3.150 -1.8 5.7 5.5 -0.916
H 0.745 -0.931 -2.917 -0.8 1.4 1.0 0.506
H 0.197 0.442 -2.297 -0.3 1.7 -0.9 0.512
O 0.512 -0.410 -2.099 0.2 -3.4 -0.1 -0.974
H -4.860 -1.092 0.775 0.2 -0.8 -1.8 0.472
H -3.639 -1.951 0.481 -2.4 0.4 -1.9 0.502
O -4.475 -1.564 -0.033 1.5 0.0 3.8 -0.979
H -2.791 -0.787 3.066 0.4 3.1 1.8 0.469
H -2.918 -2.223 3.223 -0.1 -0.1 -0.6 0.493
O -2.900 -1.524 2.546 -0.3 -3.1 -1.0 -0.951
H 2.482 2.247 -0.179 0.1 1.7 -0.1 0.498
H 2.434 3.857 -0.560 0.5 -0.6 0.1 0.498
O 1.956 3.089 -0.231 -0.5 -1.2 0.1 -0.995
H -1.393 -3.026 -0.351 0.1 -0.8 -0.6 0.499
H -2.756 -3.743 -0.795 -0.3 -0.6 -1.2 0.492
O -2.302 -3.280 -0.120 0.3 1.1 1.8 -1.002
H 0.301 -1.733 -0.800 0.9 3.7 -1.4 0.488
H 1.021 -3.073 -0.488 1.5 -0.4 0.3 0.502
O 0.227 -2.590 -0.542 -2.7 -3.5 1.3 -0.963
H 3.183 0.208 -3.059 2.4 -1.5 -0.8 0.468
H 3.055 1.379 -1.977 -0.3 -1.5 -1.9 0.505
O 2.615 0.834 -2.711 -1.2 3.5 2.2 -0.974
H 3.360 0.074 -0.068 0.4 -1.7 0.5 0.497
H 4.827 0.627 0.453 0.9 -0.9 1.1 0.504
O 4.036 0.725 -0.027 -0.7 3.4 -1.4 -1.019
```
Positions in Å, forces in eV/Å.

HOMO level, eV: -12.62
LUMO energy, eV: -2.91
Gap between HOMO and LUMO, eV: 9.709
Energy, eV: -32193.11423
Total charge: +1
Relative energy (zero: lowest compared OMol25 entry of this formula, charge and spin), kcal/mol: 125.5

(2)
Formula: C6H12N2
Source: the Open Molecules 2025 dataset
Level of theory: wB97M-V/def2-TZVPD

XYZ file:
```
20
Properties=species:S:1:pos:R:3:forces:R:3:nbo_charge:R:1
C 1.930 0.004 -0.076 0.6 -0.2 0.5 -0.631
C 0.972 -1.112 0.132 -0.9 -0.5 -0.5 0.088
C 0.143 -1.277 1.200 0.1 0.9 0.4 -0.116
N -0.917 -2.050 0.789 1.1 -0.7 0.4 -0.534
C -0.561 -2.511 -0.445 -1.2 0.6 -0.3 0.171
N 0.502 -1.922 -0.897 0.7 0.2 0.0 -0.457
H 1.427 0.806 -0.615 0.1 0.0 -0.1 0.223
H 2.855 -0.276 -0.580 -0.2 -0.1 -0.3 0.222
H 2.233 0.396 0.896 -0.1 0.1 0.0 0.213
H 0.296 -0.926 2.208 -0.5 0.2 0.0 0.212
H -1.751 -2.210 1.322 0.1 -0.4 0.0 0.418
H -1.214 -3.151 -1.018 0.1 -0.1 0.0 0.193
C -0.630 4.079 0.019 1.8 -0.8 -0.6 -0.615
C -1.148 2.821 -0.681 -1.3 0.9 -0.3 -0.611
H 0.374 3.838 0.393 -0.3 -0.1 0.9 0.200
H -0.289 4.845 -0.679 -1.0 0.3 -0.2 0.207
H -1.302 4.443 0.786 0.1 0.2 0.1 0.208
H -1.175 1.954 -0.029 0.4 -0.2 0.0 0.206
H -2.195 3.006 -0.953 0.0 -0.1 0.0 0.197
H -0.666 2.637 -1.639 0.4 -0.3 0.2 0.209
```
Positions in Å, forces in eV/Å.

HOMO level, eV: -8.56
LUMO energy, eV: 0.88
Gap between HOMO and LUMO, eV: 9.436
Energy, eV: -9396.32608
SMILES string: Cc1c[nH]cn1.CC
Relative energy (zero: lowest compared OMol25 entry of this formula, charge and spin), kcal/mol: 12.1

(3)
Formula: C5H8BrN2
Source: the Open Molecules 2025 dataset
Level of theory: wB97M-V/def2-TZVPD

XYZ file:
```
16
Properties=species:S:1:pos:R:3:forces:R:3:nbo_charge:R:1
C 0.002 -1.374 1.740 0.5 1.5 -2.6 -0.068
C -0.837 -2.238 1.022 0.6 1.1 0.1 -0.253
C 0.372 -0.062 -0.265 -0.7 -1.1 -0.1 0.463
C 0.582 -0.299 1.104 -1.1 -0.8 -0.1 -0.261
C -1.205 -1.964 -0.244 2.0 1.6 -0.1 0.078
N -0.482 -0.941 -0.884 -0.3 0.4 1.4 -0.475
N 0.978 0.949 -0.932 -2.0 -2.0 0.6 -0.741
Br 3.347 -1.601 0.210 0.1 0.1 -1.2 -0.200
H 0.186 -1.496 2.758 0.2 -0.4 1.5 0.241
H -1.125 -3.045 1.580 -1.5 -2.0 0.8 0.248
H 3.658 -1.899 1.521 0.3 -0.2 1.1 0.211
H 1.124 0.398 1.659 1.0 1.0 0.7 0.242
H -2.002 -2.413 -0.781 -0.2 -0.5 -0.6 0.250
H -0.693 -0.751 -1.830 -0.4 0.1 -1.1 0.424
H 1.765 1.289 -0.475 1.6 1.1 0.4 0.423
H 0.804 1.113 -1.893 0.1 0.3 -0.7 0.418
```
Positions in Å, forces in eV/Å.

HOMO level, eV: -13.47
LUMO energy, eV: -4.24
Gap between HOMO and LUMO, eV: 9.229
Energy, eV: -78331.02803
Total charge: +1
Relative energy (zero: lowest compared OMol25 entry of this formula, charge and spin), kcal/mol: 13.0